# 1
Below is C57H114NO17Rb2 as an isolated structure at a distorted geometry, with properties calculated with ωB97M-V/def2-TZVPD.

Last column: Mulliken charge in e.
Atoms and positions in Å:
Rb  -4.48  3.21  0.41  0.9738
Rb  0.07  3.78  0.74  0.6617
O  -5.12  -2.77  6.32  -0.6075
O  5.46  1.08  -0.52  -0.4722
O  0.89  3.63  3.84  -0.3981
O  3.74  -1.33  -5.40  -0.5815
O  -0.33  -5.84  -0.96  -0.4856
O  -0.72  -6.15  2.99  -0.6587
O  -1.57  -0.62  -5.37  -0.5490
O  -4.92  -3.34  2.32  -0.5010
O  -2.18  6.27  -3.94  -0.5783
O  1.65  -5.40  -3.91  -0.6467
O  3.15  3.79  1.04  -0.3265
O  4.22  -4.33  1.37  -0.5590
O  1.62  0.60  7.32  -0.5936
O  -5.72  -0.20  -1.77  -0.6180
O  -1.77  1.67  -0.65  -0.6097
O  2.97  6.01  -5.60  -0.5746
O  -5.03  2.11  3.07  -0.3926
N  -0.66  0.92  -0.03  1.0486
C  -1.65  -7.06  -2.49  -1.2303
C  -1.73  4.15  -2.98  -0.1487
C  -4.32  1.05  -3.34  -0.7679
C  5.82  -1.95  -4.44  -1.3201
C  -3.46  -4.16  5.45  -0.5803
C  -5.76  -1.19  1.78  -0.9716
C  -2.11  6.30  -1.53  -0.9601
C  -1.76  0.96  2.25  0.0680
C  4.39  -3.36  0.72  0.4064
C  0.34  0.38  -1.03  2.5107
C  3.90  2.25  2.70  -0.3387
C  2.25  5.09  -5.32  0.3179
C  -0.14  -0.68  -1.97  0.9320
C  1.38  3.67  6.12  -1.3137
C  4.03  3.42  1.76  0.7117
C  0.94  1.59  -1.77  0.6449
C  0.92  0.25  6.39  0.3795
C  4.65  -1.05  -4.60  0.7420
C  5.27  -2.20  1.15  -0.7950
C  3.82  -3.37  -0.66  0.4763
C  -5.38  -2.63  1.45  0.7476
C  -0.58  0.19  6.58  -0.8941
C  5.93  1.98  -1.16  0.8497
C  -5.47  1.47  5.37  -1.3971
C  -2.02  -1.05  0.75  0.1337
C  2.83  3.87  -4.61  -0.4039
C  -1.69  -4.19  1.94  1.0536
C  0.46  3.72  4.97  0.6693
C  0.82  5.03  -5.72  -0.5275
C  -0.53  -5.08  2.38  -0.0958
C  5.35  4.19  1.90  -1.4512
C  -4.78  -0.20  -2.57  0.4349
C  -2.35  -4.74  -1.58  -0.6669
C  -3.93  -1.39  -2.83  -0.1481
C  1.12  -4.27  -3.92  0.5377
C  -4.57  3.79  4.79  -1.2501
C  -1.34  -5.89  -1.65  0.6124
C  -0.20  -3.90  -4.59  -0.6675
C  0.60  -0.26  -6.26  -1.2112
C  -1.04  3.70  5.28  -0.8864
C  1.40  0.03  4.96  0.1085
C  0.17  -0.56  1.77  0.0603
C  -5.02  2.44  4.26  1.1078
C  -0.68  0.17  -5.52  0.3298
C  -3.36  -1.60  5.32  1.2808
C  -4.03  -2.81  5.84  0.4919
C  -1.10  0.08  1.14  2.4166
C  -5.53  -3.06  0.02  -0.2718
C  1.98  -3.11  -3.40  1.1463
C  -0.72  1.54  -4.94  0.9198
C  0.84  -4.60  2.02  0.0695
C  -2.04  5.63  -2.89  0.3847
C  7.37  2.04  -1.54  -1.5466
C  1.59  -0.22  -0.28  -0.3812
C  1.25  -1.17  0.89  -0.5225
C  4.69  0.28  -3.86  -0.0659
C  5.09  3.02  -1.84  -0.5442
H  2.09  -1.41  1.54  0.7509
H  0.53  5.99  -6.14  0.3642
H  7.77  1.03  -1.68  0.3527
H  -5.41  4.17  5.36  0.4511
H  -4.07  -0.78  5.41  -0.3899
H  -2.98  -4.05  4.48  -0.2289
H  2.98  -3.53  -3.33  0.4888
H  0.80  -2.09  0.51  -0.7730
H  -3.21  -1.51  -2.03  -0.4850
H  -6.27  1.89  5.98  0.5236
H  -1.82  0.42  3.19  -0.2149
H  -2.52  3.55  -2.54  0.4816
H  -4.67  1.17  6.05  0.3510
H  -1.14  -0.52  -2.37  -1.1012
H  -2.60  -4.78  1.82  0.5992
H  -5.80  -1.08  2.87  0.1825
H  -1.15  0.34  5.67  0.0059
H  0.30  1.79  -4.68  -0.4010
H  4.90  -1.90  2.13  0.1861
H  4.55  -3.92  -1.25  0.6059
H  0.53  -0.65  -2.83  -0.3201
H  -1.76  3.88  -4.04  0.2690
H  0.94  -4.73  0.94  -0.1051
H  4.75  0.04  -2.80  -0.1827
H  -2.57  5.60  -0.83  0.1203
H  7.52  2.60  -2.46  0.3749
H  -3.71  3.76  5.46  0.1956
H  -4.36  4.51  3.99  0.2739
H  -2.72  -7.16  -2.63  0.3823
H  0.69  0.16  2.40  -1.2339
H  -0.96  0.93  7.29  0.3662
H  -1.64  3.56  4.38  0.0706
H  3.91  3.94  -4.51  0.3958
H  -1.87  -3.43  2.70  -0.7426
H  -1.22  -7.97  -2.06  0.3481
H  6.32  -2.49  1.10  0.4911
H  -1.09  2.30  -5.64  0.7748
H  -0.13  -1.64  -1.47  -0.3348
H  -4.60  -2.25  -2.89  0.5951
H  1.38  2.31  -1.08  -0.5776
H  1.88  -2.20  -4.00  -0.3374
H  -5.89  0.56  4.94  0.2468
H  -3.23  -5.09  -1.04  0.6390
H  -1.74  -1.83  0.05  -0.6011
H  1.00  -3.55  2.25  -0.1602
H  1.48  -5.29  2.57  0.5160
H  -1.28  4.67  5.72  0.5492
H  -2.68  -4.46  6.17  0.3981
H  -2.74  1.36  1.99  -1.1120
H  -5.98  -2.27  -0.59  0.1626
H  0.51  -1.32  -6.53  0.3250
H  5.86  -2.50  -3.50  0.1834
H  1.70  -2.90  -2.37  -1.0041
H  5.87  -2.69  -5.23  0.3736
H  5.50  3.98  -1.55  0.5078
H  4.47  2.45  3.60  0.5282
H  -2.92  -0.62  0.31  0.0880
H  4.30  1.37  2.20  0.1236
H  -4.53  -3.28  -0.36  -0.4866
H  2.87  -3.91  -0.70  -0.0715
H  -1.49  -3.74  0.97  -0.4953
H  0.81  3.48  7.03  0.3574
H  -2.70  -4.43  -2.57  0.7093
H  -2.35  -1.55  1.66  -0.5595
H  -1.07  1.78  2.43  -0.2715
H  -3.41  -1.38  -3.79  0.4252
H  2.68  2.96  -5.20  0.3532
H  6.21  3.56  1.66  0.3204
H  -1.17  6.64  -1.11  0.2272
H  -0.52  -4.81  -5.09  0.4428
H  2.33  -0.69  -0.93  -0.5302
H  -1.03  -3.70  -3.91  -0.2153
H  -2.79  7.15  -1.55  0.3880
H  -4.32  0.87  -4.41  0.4304
H  -1.27  1.55  -4.00  -0.8265
H  -0.74  3.96  -2.56  -0.1223
H  -3.11  -1.70  4.27  -0.4499
H  0.87  -0.79  4.48  0.3400
H  -2.45  -1.44  5.91  -0.1915
H  -0.81  -0.81  6.95  0.4359
H  0.65  4.21  -6.42  0.3258
H  -6.68  -0.85  1.31  0.4962
H  3.70  0.72  -3.96  -0.2230
H  4.09  3.00  -1.41  -0.3228
H  -0.13  -3.09  -5.31  0.1027
H  2.14  2.92  5.91  0.2655
H  -1.27  -6.84  -3.49  0.2291
H  2.31  3.78  -3.65  0.0024
H  -4.27  -4.88  5.41  0.3249
H  3.66  -2.32  -0.91  -0.5413
H  1.54  -0.16  -5.73  0.1315
H  0.18  2.15  -2.32  -1.3619
H  2.85  2.02  2.93  -0.2268
H  5.12  2.95  -2.92  0.3451
H  -3.38  1.46  -2.98  -0.2623
H  -2.06  -3.81  -1.10  -0.4508
H  0.76  0.22  -7.23  0.4739
H  -6.18  -3.93  -0.05  0.5864
H  2.48  -0.14  4.96  0.2650
H  -5.06  1.85  -3.23  0.4390
H  5.47  0.93  -4.25  0.5859
H  5.34  4.88  1.05  0.3312
H  5.35  4.74  2.84  0.4329
H  1.55  1.26  -2.61  -0.1137
H  1.12  0.89  4.35  -0.4111
H  -4.96  -0.52  1.47  0.1964
H  5.19  -1.39  0.43  -0.0513
H  7.92  2.49  -0.71  0.3957
H  0.14  4.89  -4.89  -0.1965
H  1.92  4.62  6.18  0.4702
H  2.11  0.58  0.24  -0.0919
H  -0.15  -1.36  2.43  0.9078
H  -1.15  2.97  6.08  0.2424
H  6.73  -1.35  -4.49  0.4393

Results
Frontier orbital gap (eV): 5.64
HOMO (eV): -8.9
LUMO energy (eV): -3.30
Net charge: +1

***

# 2
Below is a 10-piece molecular cluster, C57H133N7O10 overall at a distorted geometry, with properties calculated with ωB97M-V/def2-TZVPD.

Last column: Mulliken charge in e.
Atoms and positions in Å:
O  -14.81  -12.79  8.65  -0.7877
O  -21.38  -20.71  6.29  -0.1504
O  -16.77  -17.65  12.01  -0.4089
O  -11.76  -20.15  6.31  -0.6802
O  -16.77  -18.33  6.01  1.4851
O  -14.77  -20.33  5.32  2.0932
O  -19.89  -16.91  2.68  -0.7960
O  -11.54  -14.02  1.52  -0.5330
O  -20.10  -19.74  8.64  1.4855
O  -16.97  -14.59  9.37  0.7023
N  -17.90  -17.40  9.39  0.7980
N  -18.95  -15.90  3.05  1.6682
N  -19.55  -18.76  4.85  0.1595
N  -20.44  -20.06  9.91  -0.1623
N  -15.26  -21.43  4.60  0.7765
N  -15.42  -15.09  12.82  -0.8378
N  -12.10  -15.11  2.12  0.4015
C  -18.88  -21.96  9.91  -1.8782
C  -14.90  -21.48  3.11  1.2962
C  -18.02  -13.72  9.47  0.6705
C  -15.28  -13.66  6.44  -0.5325
C  -17.58  -13.41  2.99  -1.4441
C  -13.37  -15.89  12.21  -1.5535
C  -20.67  -13.95  3.11  -1.7182
C  -16.16  -17.29  5.36  -0.1196
C  -21.30  -22.26  9.25  -1.7420
C  -11.42  -16.90  0.42  -1.9612
C  -14.27  -13.45  7.55  0.1708
C  -15.17  -20.13  2.37  -1.3413
C  -20.61  -21.69  11.62  -1.5708
C  -20.05  -15.34  5.27  -0.5942
C  -16.90  -17.68  8.44  1.8980
C  -15.85  -23.92  3.15  -1.0604
C  -10.16  -18.52  7.20  -1.6667
C  -18.36  -13.87  4.21  0.0946
C  -17.22  -16.94  1.56  -1.3928
C  -18.96  -13.93  8.31  -0.9378
C  -18.72  -15.23  0.66  -2.1651
C  -14.14  -23.30  5.85  -1.7548
C  -12.59  -17.73  3.26  0.2070
C  -12.55  -16.19  1.19  1.6234
C  -21.86  -21.11  12.19  -0.6041
C  -16.27  -22.21  6.68  -2.2640
C  -20.30  -21.45  10.18  1.7134
C  -15.76  -22.57  2.46  -1.1119
C  -10.10  -15.68  3.56  -1.9680
C  -13.41  -21.68  2.91  -1.5367
C  -20.20  -21.01  5.48  -0.5279
C  -12.09  -19.32  8.63  -1.3767
C  -21.27  -17.79  10.37  -1.8957
C  -22.55  -20.92  5.58  -0.9843
C  -15.39  -22.59  5.45  1.8924
C  -19.93  -20.01  4.29  0.5278
C  -18.00  -15.66  1.93  1.4455
C  -11.68  -19.05  7.23  1.9195
C  -18.81  -20.53  3.38  -1.0470
C  -15.40  -17.48  12.41  -1.3375
C  -17.42  -18.87  12.20  -1.0507
C  -13.51  -15.48  0.16  -1.4531
C  -21.87  -19.65  11.97  -1.2499
C  -17.64  -18.00  7.12  0.0843
C  -18.68  -13.94  10.86  -1.4860
C  -11.58  -15.31  3.51  1.5768
C  -16.93  -14.59  2.33  -0.1964
C  -22.92  -19.56  9.74  -1.7398
C  -13.60  -14.77  8.02  -0.2283
C  -14.87  -16.09  11.93  2.1659
C  -13.32  -17.30  2.00  -0.1031
C  -19.52  -14.80  3.83  0.7767
C  -21.59  -19.22  10.44  1.8925
C  -16.10  -18.83  8.91  0.1051
C  -12.47  -16.47  4.09  0.0077
C  -11.86  -14.04  4.44  -1.6692
C  -16.20  -23.71  4.70  -1.2318
H  -20.87  -19.90  3.73  0.5357
H  -13.09  -16.24  13.20  0.3730
H  -16.89  -19.77  11.89  0.2809
H  -19.11  -21.37  2.75  0.6218
H  -12.91  -13.75  4.52  0.2587
H  -11.41  -20.07  9.05  0.3915
H  -9.94  -16.56  2.94  0.3350
H  -13.18  -21.83  1.85  0.4249
H  -18.46  -19.74  2.72  -0.1001
H  -19.38  -20.93  6.19  -0.5952
H  -18.65  -22.90  10.40  0.4927
H  -15.82  -21.45  7.31  0.2410
H  -16.54  -23.04  7.33  0.7350
H  -21.26  -17.53  9.31  0.3832
H  -12.76  -16.40  11.47  0.2171
H  -18.77  -22.23  8.86  0.3195
H  -21.07  -13.12  3.69  0.3707
H  -19.53  -13.27  10.99  0.4406
H  -18.43  -18.86  11.78  0.2828
H  -16.40  -15.09  12.57  0.1695
H  -15.59  -19.89  5.56  -0.6961
H  -21.21  -22.09  8.18  0.1699
H  -22.89  -19.82  8.68  -0.0712
H  -21.08  -19.34  12.66  0.3832
H  -23.46  -20.41  10.17  0.3892
H  -18.17  -12.90  2.23  0.5316
H  -17.26  -23.48  4.80  0.2854
H  -15.34  -16.93  5.98  0.1785
H  -10.73  -14.30  1.08  0.3577
H  -15.41  -18.45  9.66  0.0337
H  -17.58  -12.72  9.52  0.5462
H  -15.69  -17.68  4.45  -1.1084
H  -15.53  -19.23  8.06  -0.0582
H  -13.89  -16.15  -0.62  0.3925
H  -13.37  -22.57  6.09  0.0223
H  -19.09  -14.94  11.03  0.0778
H  -10.75  -17.43  1.10  0.3550
H  -18.07  -21.26  10.16  -0.1556
H  -18.60  -18.13  9.34  -1.2674
H  -13.19  -22.60  3.44  0.4697
H  -20.46  -14.52  5.85  0.5141
H  -22.36  -22.13  9.45  0.3175
H  -9.69  -15.77  4.56  0.4023
H  -16.57  -24.58  2.67  0.4606
H  -13.75  -23.99  5.10  0.4344
H  -16.51  -17.25  2.33  -0.4177
H  -19.60  -15.83  0.44  0.3500
H  -19.74  -21.37  12.20  0.4047
H  -21.15  -23.32  9.47  0.4733
H  -14.83  -18.33  12.04  0.3463
H  -15.49  -12.68  6.01  0.3055
H  -18.55  -18.79  4.95  -0.4687
H  -15.38  -22.69  1.44  0.4297
H  -13.10  -14.61  -0.35  0.4098
H  -21.98  -17.23  10.99  0.5410
H  -18.06  -15.46  -0.19  0.5507
H  -13.21  -18.17  1.35  0.6134
H  -21.39  -14.74  2.88  0.4201
H  -18.46  -13.52  7.43  0.1828
H  -22.74  -21.95  5.28  0.3357
H  -16.03  -24.72  5.09  0.4485
H  -13.48  -12.80  7.18  0.5657
H  -19.06  -14.98  8.05  -0.0786
H  -19.01  -14.18  0.60  0.3008
H  -17.20  -21.77  6.31  -0.1425
H  -12.34  -18.32  6.77  -0.5717
H  -15.51  -17.51  13.49  0.5969
H  -10.75  -16.19  -0.07  0.4466
H  -20.48  -20.44  8.10  -0.3291
H  -13.19  -14.66  9.02  0.4451
H  -16.78  -22.27  2.19  0.4356
H  -20.82  -16.12  5.22  0.4594
H  -16.23  -20.01  2.14  0.0526
H  -12.76  -15.06  7.40  0.1901
H  -17.91  -13.84  11.63  0.3918
H  -15.65  -13.24  8.73  -0.0105
H  -20.29  -17.51  10.76  0.1011
H  -22.82  -19.30  12.38  0.3678
H  -16.28  -16.80  8.26  -0.1191
H  -15.00  -14.23  12.49  0.3527
H  -19.68  -17.67  3.23  0.0725
H  -18.80  -12.93  4.55  0.6595
H  -14.75  -20.18  1.36  0.6487
H  -16.88  -16.49  5.18  0.2836
H  -18.28  -18.86  7.34  -0.3576
H  -14.76  -19.27  2.90  -0.3996
H  -14.83  -14.21  5.61  -0.1181
H  -14.37  -17.06  2.15  -0.9040
H  -12.89  -20.77  3.22  0.0606
H  -14.87  -24.39  3.12  0.3452
H  -11.77  -17.54  -0.39  0.4331
H  -17.35  -15.47  9.47  -0.6886
H  -16.61  -16.84  0.66  0.5723
H  -16.75  -12.74  3.24  0.5318
H  -9.53  -14.82  3.20  0.4574
H  -23.59  -18.70  9.79  0.5080
H  -20.18  -22.07  5.21  0.8425
H  -12.01  -18.44  9.26  0.3248
H  -16.38  -14.25  1.45  0.2901
H  -13.41  -16.09  4.50  -0.5588
H  -12.68  -20.40  6.16  -0.0813
H  -15.20  -15.93  10.91  -0.6817
H  -13.04  -19.84  8.67  0.1878
H  -9.61  -19.32  7.69  0.4893
H  -14.36  -15.54  8.12  -0.6901
H  -11.65  -18.21  2.99  0.8089
H  -19.21  -15.74  5.83  -0.7821
H  -13.12  -18.46  3.87  -0.5861
H  -17.53  -19.01  13.27  0.5830
H  -16.26  -14.03  6.77  0.0470
H  -19.83  -18.84  5.81  -0.0466
H  -23.37  -20.68  6.26  0.3321
H  -14.39  -15.06  0.64  0.0488
H  -14.30  -23.92  6.73  0.4912
H  -10.02  -17.65  7.84  0.3727
H  -20.33  -13.57  2.15  0.3166
H  -11.40  -13.19  3.92  0.5397
H  -22.70  -21.69  11.81  0.3666
H  -17.95  -17.73  1.37  0.5434
H  -17.73  -14.28  5.00  -0.8608
H  -16.24  -14.90  3.11  -0.3304
H  -17.97  -20.93  3.94  0.0834
H  -13.07  -14.84  12.18  0.4473
H  -11.39  -14.13  5.42  0.3165
H  -9.81  -18.44  6.17  0.3410
H  -22.56  -20.14  4.82  0.2376
H  -17.50  -17.49  10.31  0.4567
H  -11.92  -16.90  4.92  -0.0306
H  -19.90  -13.39  8.36  0.5672
H  -20.61  -22.76  11.80  0.4453
H  -16.68  -19.61  9.39  -0.9928
H  -21.78  -21.25  13.27  0.4242
H  -18.32  -17.16  7.00  -0.6765

Results
Frontier orbital gap (eV): 8.43
HOMO (eV): -8.0
LUMO energy (eV): 0.47